Record 1
Computed, not measured: a molecular structure, C8H10N2O2Os in a non-equilibrium geometry, with ωB97M-V/def2-TZVPD.

Frontier orbital gap (alpha / beta) in eV: 6.57 / 6.81
HOMO (alpha / beta) in eV: -6.72 / -8.60
Multiplicity: 5
Relative energy (zero: lowest compared OMol25 entry of this formula, charge and spin) in kcal per mole: 0.0

Geometry (Å):
1 Os 0.73664 -0.40932 0.96174
2 O -0.49742 0.15615 4.09485
3 O -0.78285 0.51334 1.94103
4 N -0.11104 -0.05999 2.96525
5 N 2.43340 -0.05477 1.06302
6 C -0.76826 2.42763 -1.91084
7 C 0.27026 -2.48030 0.83446
8 C 0.38658 2.99305 -2.20490
9 C -1.00687 -1.80694 0.68127
10 C -1.04042 -1.22140 -0.61818
11 C 0.23154 -1.35465 -1.22210
12 C 1.07071 -2.11765 -0.33767
13 C -1.54691 1.92118 -0.96022
14 H -1.82229 -1.86428 1.37925
15 H 0.51777 -0.95945 -2.19996
16 H -1.91266 -0.74723 -1.05208
17 H -2.47612 1.36908 -1.11389
18 H 0.59050 3.62255 -3.05901
19 H 2.07679 -2.46013 -0.53956
20 H 0.56602 -3.12590 1.64685
21 H 3.15794 0.70342 1.12102
22 H -1.32279 2.13647 0.07667
23 H 1.24949 2.81917 -1.54697

Record 2
Computed, not measured: C8H10N2OS in the gas phase in a non-equilibrium geometry, with ωB97M-V/def2-TZVPD.

Frontier orbital gap in eV: 8.41
HOMO in eV: -8.94
SMILES: CS(=N)(=N)C(=O)c1ccccc1
Relative energy (zero: lowest compared OMol25 entry of this formula, charge and spin) in kcal per mole: 109.2

Geometry (Å):
1 S -0.63494 1.57933 0.45576
2 O -1.02300 -0.73174 1.81635
3 N 0.74578 2.21316 0.41072
4 N -1.65773 1.54349 -0.85505
5 C 0.41496 -0.83252 -0.07717
6 C 0.35021 -2.22758 0.03469
7 C 1.55956 -2.51506 -1.99405
8 C -1.69310 2.31522 1.77938
9 C 0.83346 -3.05168 -0.90360
10 C 1.00797 -0.26888 -1.24550
11 C 1.51964 -1.14380 -2.20124
12 C -0.36200 -0.16675 0.97958
13 H 0.72672 -4.03941 -0.67145
14 H 1.01599 0.79662 -1.41693
15 H -0.24669 -2.50482 0.97706
16 H 0.98238 2.87858 -0.26669
17 H 2.23154 -0.84470 -2.89355
18 H 1.77552 -3.20867 -2.67613
19 H -1.41317 3.37436 1.67788
20 H -2.62982 1.57747 -0.62378
21 H -1.62811 2.12714 2.81527
22 H -2.69095 2.09709 1.41904

Record 3
Computed, not measured: a molecular structure, C8H10N2OSe2Te2W, with ωB97M-V/def2-TZVPD.

Frontier orbital gap (alpha / beta) in eV: 6.44 / 6.44
HOMO (alpha / beta) in eV: -14.79 / -14.79
Net charge: +2
Relative energy (zero: lowest compared OMol25 entry of this formula, charge and spin) in kcal per mole: 0.0

Geometry (Å):
1 W -1.09973 1.22849 1.54048
2 Te -3.27660 0.50281 3.10678
3 Te -3.84222 2.13653 1.12999
4 Se 0.08708 1.40643 3.38923
5 Se -1.72595 3.53885 1.20268
6 O -1.73449 -0.35643 0.38269
7 N -0.39075 -1.98653 -0.31761
8 N 0.70114 0.88757 0.28282
9 C 3.16610 0.74358 -1.01096
10 C 0.65295 -1.56210 0.61514
11 C 1.32580 -0.30523 0.12010
12 C -1.52364 -1.32403 -0.41155
13 C -2.55284 -1.69956 -1.41322
14 C 2.55021 -0.39542 -0.51220
15 C 1.30838 1.98898 -0.20704
16 C 2.52147 1.95905 -0.85961
17 H -2.45091 -2.73607 -1.72729
18 H 0.79668 2.92835 -0.05854
19 H 3.02533 -1.36218 -0.60783
20 H 4.12732 0.67895 -1.50267
21 H 0.21299 -1.43098 1.60635
22 H -0.22909 -2.77418 -0.92922
23 H 1.38217 -2.36403 0.68999
24 H -3.54329 -1.53184 -0.99575
25 H 2.94795 2.88118 -1.22698
26 H -2.43605 -1.05219 -2.28578

Record 4
Computed, not measured: a molecular structure, C8H10N2PdS in a non-equilibrium geometry, with ωB97M-V/def2-TZVPD.

Frontier orbital gap (alpha / beta) in eV: 8.73 / 5.41
HOMO (alpha / beta) in eV: -8.22 / -8.36
Multiplicity: 5
Relative energy (zero: lowest compared OMol25 entry of this formula, charge and spin) in kcal per mole: 10.0

Geometry (Å):
1 Pd -0.24442 -0.49876 0.34741
2 S -1.17903 -0.47835 2.73527
3 N 1.19576 1.05936 3.52574
4 N -2.36832 -0.69953 -0.18000
5 C -1.21621 1.25408 -0.71314
6 C 0.16083 -2.17954 -0.58244
7 C 0.20458 0.40917 3.22040
8 C -0.49659 0.82975 -1.90885
9 C -0.24999 1.86578 0.17133
10 C 1.04368 1.68454 -0.39059
11 C 1.51730 -1.93401 -0.48395
12 C 0.89191 1.06220 -1.70904
13 H -2.18904 -0.84342 -1.25976
14 H 1.92507 -1.41115 -1.38078
15 H 1.66818 0.98813 -2.48335
16 H 1.99096 2.02559 0.04988
17 H -0.33307 -1.99506 -1.56058
18 H -0.50158 2.39249 1.08617
19 H -0.93724 0.55818 -2.85926
20 H -0.60076 -2.89068 -0.08489
21 H -2.26423 1.48846 -0.67705
22 H 1.98219 -2.68735 0.19887

Record 5
Computed, not measured: a gas-phase ion, C8H10N3O2 (charge +1) in a non-equilibrium geometry, with ωB97M-V/def2-TZVPD.

Frontier orbital gap in eV: 6.85
HOMO in eV: -13.32
SMILES: C[N+](=O)[C@@H](NN=O)c1ccccc1
Net charge: +1
Relative energy (zero: lowest compared OMol25 entry of this formula, charge and spin) in kcal per mole: 141.6

Geometry (Å):
1 O -4.18839 -1.46477 -0.42194
2 O -2.01198 1.78268 -0.92007
3 N -2.13419 -0.79104 -0.27853
4 N -3.33694 -0.93933 0.22683
5 N -1.34902 1.54497 0.04509
6 C 2.43110 -1.24241 0.74689
7 C 1.14022 -0.88389 1.08970
8 C 1.97803 -0.72787 -1.55924
9 C 2.85327 -1.15876 -0.57276
10 C 0.25437 -0.46148 0.09838
11 C -0.62375 2.49859 0.79337
12 C -1.14687 -0.14122 0.46014
13 C 0.68201 -0.37718 -1.22897
14 H -0.41467 3.38811 0.19234
15 H 0.81200 -0.96053 2.11485
16 H 0.01304 -0.02479 -2.00205
17 H -1.92329 -1.08758 -1.23879
18 H -1.23408 2.81533 1.65042
19 H 3.11108 -1.59020 1.50730
20 H 3.86467 -1.42620 -0.83223
21 H 2.30199 -0.66256 -2.58420
22 H -1.36950 -0.14502 1.52615
23 H 0.29090 2.05516 1.18732

Record 6
Computed, not measured: a gas-phase ion, C8H10N3O2 (charge +1) in a non-equilibrium geometry, with ωB97M-V/def2-TZVPD.

Frontier orbital gap in eV: 9.05
HOMO in eV: -11.97
SMILES: NC(=C=CCc1[nH]cc[nH+]1)C(=O)O
Net charge: +1
Relative energy (zero: lowest compared OMol25 entry of this formula, charge and spin) in kcal per mole: 71.3

Geometry (Å):
1 O -0.20405 -3.77979 1.16436
2 O -1.38434 -1.96542 0.59068
3 N 1.75578 -2.85286 -0.74841
4 N -0.78410 0.85687 -0.45783
5 N -0.94955 2.98619 -0.53576
6 C -1.93990 2.47512 -1.32960
7 C -0.36293 -2.62597 0.53472
8 C 0.92520 2.00480 0.88600
9 C 1.09918 -0.77120 0.41002
10 C -0.23589 1.98846 -0.00945
11 C -1.89969 1.12413 -1.27999
12 C 1.35037 0.32773 1.16335
13 C 0.97567 -2.12207 0.09702
14 H 0.87350 2.58399 1.83035
15 H -0.19277 0.03602 -0.35557
16 H -0.84517 -4.11684 1.86251
17 H -2.60252 0.44704 -1.82521
18 H -2.58621 3.27579 -1.77646
19 H 2.49865 -2.45084 -1.25487
20 H 1.86274 2.16383 0.39766
21 H -0.90753 3.89889 -0.32515
22 H 2.02629 0.25415 2.04676
23 H 1.52727 -3.73800 -1.08512

Record 7
Computed, not measured: C8H10N4O2S in the gas phase in a non-equilibrium geometry, with ωB97M-V/def2-TZVPD.

Frontier orbital gap (alpha / beta) in eV: 7.19 / 6.65
HOMO (alpha / beta) in eV: -8.21 / -9.45
Multiplicity: 3

Geometry (Å):
1 S -4.38163 0.98755 -0.48353
2 O -4.50169 -1.90783 -0.07470
3 O -0.18369 2.63501 -0.44018
4 N -2.41283 -2.10139 0.53302
5 N -1.27064 1.11642 0.97321
6 N -3.43248 -1.43337 0.26563
7 N -2.11561 0.42432 0.43292
8 C -3.25001 -0.02508 0.09659
9 C 2.31501 1.46653 0.07617
10 C 1.13022 0.96645 0.90393
11 C 0.80576 -0.98512 -0.60050
12 C 1.82870 -0.41958 -1.47902
13 C -0.14915 1.71794 0.32800
14 C 2.56568 0.63434 -1.15897
15 C 0.99794 -0.54400 0.84664
16 H -2.61764 -3.07306 0.46515
17 H 1.37095 1.32374 1.86764
18 H 3.23476 1.51300 0.79734
19 H -0.20149 -0.61985 -1.05203
20 H 1.92200 -1.15910 -2.34597
21 H 0.80617 -2.08149 -0.59428
22 H 2.07700 2.48155 -0.19387
23 H 1.91651 -1.00339 1.08846
24 H 0.09472 -0.78210 1.58001
25 H 3.45143 0.86849 -1.83165

Record 8
Computed, not measured: C8H10NOP in the gas phase in a non-equilibrium geometry, with ωB97M-V/def2-TZVPD.

Frontier orbital gap in eV: 9.38
HOMO in eV: -8.68
SMILES: Cn1[pH]ccccccc1=O
Relative energy (zero: lowest compared OMol25 entry of this formula, charge and spin) in kcal per mole: 60.3

Geometry (Å):
1 P 1.46651 -1.28423 0.56042
2 O 0.51233 2.26348 -0.21898
3 N 1.50553 0.27312 -0.08138
4 C -0.44653 0.67579 1.34785
5 C 0.53735 1.14908 0.29790
6 C 2.68872 0.70388 -0.90527
7 C -0.32699 -1.80977 0.39146
8 C -1.57584 -0.37885 -1.15942
9 C -1.72747 0.73267 1.03875
10 C -1.26515 -1.66003 -0.54792
11 C -2.04172 0.59662 -0.39744
12 H 2.39110 0.58819 -1.91572
13 H -0.09905 0.70559 2.29802
14 H 2.91647 1.71072 -0.74747
15 H 1.34071 -1.08079 2.03023
16 H -2.56105 1.39337 -0.79934
17 H -0.44016 -2.81825 0.88221
18 H -1.74223 -0.31960 -2.19712
19 H -2.60024 1.00189 1.63957
20 H 3.47775 0.06755 -0.79177
21 H -2.01005 -2.51041 -0.72459

Record 9
Computed, not measured: a gas-phase ion, C8H10NOS (charge +1) in a non-equilibrium geometry, with ωB97M-V/def2-TZVPD.

Frontier orbital gap (alpha / beta) in eV: 6.90 / 6.90
HOMO (alpha / beta) in eV: -13.30 / -13.31
Net charge: +1
Relative energy (zero: lowest compared OMol25 entry of this formula, charge and spin) in kcal per mole: 69.3

Geometry (Å):
1 S -0.64409 2.97726 0.18635
2 O 0.58259 0.40600 -2.99464
3 N 0.82280 0.11611 0.60450
4 C 0.80610 -0.09835 -1.78697
5 C -1.99755 0.54688 0.32288
6 C 1.30019 -1.11336 0.77495
7 C -1.16700 1.49954 1.18092
8 C 1.14995 -1.49147 -1.58119
9 C 1.38484 -1.98178 -0.29582
10 C 0.68347 0.63154 -0.61322
11 C 0.13862 0.81115 1.70998
12 H 1.49478 -3.02518 0.00751
13 H 0.92090 0.02114 -3.86648
14 H 1.22154 -1.44167 1.78707
15 H -1.63568 0.48068 -0.76069
16 H 1.04649 -2.20537 -2.33895
17 H 0.71475 1.65683 2.08135
18 H -3.00992 0.81881 0.34393
19 H -0.16703 0.03526 2.32183
20 H -1.90904 -0.41197 0.77027
21 H -1.73672 1.76795 2.14641

Record 10
Computed, not measured: 2 unconnected molecules or ions with the total composition C8H10NS in a non-equilibrium geometry, with ωB97M-V/def2-TZVPD.

Frontier orbital gap (alpha / beta) in eV: 6.86 / 5.68
HOMO (alpha / beta) in eV: -11.78 / -11.94
Net charge: +1
Relative energy (zero: lowest compared OMol25 entry of this formula, charge and spin) in kcal per mole: 143.9

Geometry (Å):
1 S -1.20018 -0.96372 -0.11368
2 N 3.30346 -0.07749 -0.12222
3 C -1.23265 1.64238 0.21132
4 C -2.74430 -0.14593 -0.04842
5 C 2.85938 -1.27880 0.54299
6 C -2.58913 1.20531 0.10547
7 C -3.99761 -0.91321 -0.20812
8 C 4.14039 0.40358 -0.95352
9 C -0.49318 0.56349 -0.02643
10 C 2.29271 0.06513 0.73289
11 H -4.33746 -0.89340 -1.24270
12 H -4.77740 -0.46688 0.41020
13 H 4.14874 1.46361 -1.15230
14 H 2.13742 0.75567 1.52899
15 H -0.93136 2.66085 0.34996
16 H -3.86516 -1.94919 0.09032
17 H 3.53826 -1.70953 1.27524
18 H 4.83685 -0.24668 -1.45645
19 H -3.41362 1.89572 0.12778
20 H 2.32483 -2.01089 -0.05134

Record 11
Computed, not measured: a molecular structure, C8H10O in a non-equilibrium geometry, with ωB97M-V/def2-TZVPD.

Frontier orbital gap in eV: 9.05
HOMO in eV: -8.75
Relative energy (zero: lowest compared OMol25 entry of this formula, charge and spin) in kcal per mole: 158.6

Geometry (Å):
1 O 2.48431 -1.16273 0.08476
2 C 0.19120 1.66383 -0.53767
3 C -2.28084 -0.78556 -0.22760
4 C -0.44794 0.79215 0.58616
5 C 0.05598 -1.30139 -0.12492
6 C 0.74995 0.45601 1.27931
7 C 1.29612 -0.43548 0.02297
8 C 1.07811 0.71929 -0.99250
9 C -0.91788 -0.53551 0.23702
10 H 1.84242 0.84411 -1.86230
11 H 3.55414 -0.68447 -0.46837
12 H 0.52118 0.05384 2.32571
13 H -3.09358 -0.86187 0.70411
14 H -2.71017 0.15408 -0.73690
15 H -0.13675 -2.10211 -1.12520
16 H -0.34845 2.40835 -1.25343
17 H -0.98007 1.16074 1.49793
18 H 1.49922 1.25921 1.55567
19 H -2.35694 -1.64247 -0.96472